No. 1
{"formula": "C25H32IrN4", "method": "ωB97M-V/def2-TZVPD", "species": ["H", "C", "H", "H", "N", "N", "C", "N", "C", "Ir", "C", "H", "C", "C", "H", "H", "C", "H", "C", "C", "H", "C", "H", "C", "C", "H", "C", "H", "H", "H", "C", "H", "H", "C", "C", "C", "H", "H", "H", "C", "C", "C", "H", "C", "H", "C", "H", "H", "H", "C", "H", "C", "C", "H", "H", "H", "H", "H", "H", "N", "H", "H"], "positions_angstrom": [[2.3885, -3.8148, 0.4742], [-0.5493, -3.7668, -1.1993], [0.2573, 2.8557, -1.8929], [-0.3136, 1.7156, -3.1316], [0.8453, 1.0372, 0.9651], [-2.1184, -0.4047, -1.7319], [1.4760, -3.4264, 0.0402], [-1.6424, 0.2587, 1.5078], [4.0577, 2.8731, 0.5316], [-0.4771, 0.3531, -0.3027], [0.5394, 2.0352, -2.5527], [2.3195, 0.2497, -3.3041], [-0.6637, 0.3124, 2.6226], [2.9371, 2.3634, 1.1606], [2.1116, -0.8919, -1.9584], [1.3128, 2.3918, -3.2337], [-2.4709, -0.9582, 1.6807], [3.4391, 1.8904, -2.6256], [0.6247, -4.2696, -0.6595], [1.6128, 0.5976, 3.2952], [2.7712, 2.5986, 2.2013], [-0.0684, 0.0444, 4.9332], [5.1488, 3.0553, -1.3196], [1.2575, 0.2826, 4.5961], [-1.0256, 0.0452, 3.9308], [-1.8262, 2.3506, 1.6623], [2.1752, 1.4905, -0.9315], [-0.9379, -0.6537, -3.4802], [-2.9957, -0.9465, 2.6339], [-1.8258, -1.8316, 1.6294], [4.2683, 2.6678, -0.8274], [1.8530, -1.4295, 0.7202], [0.8226, -0.6647, -3.1341], [1.1707, -2.0779, 0.1833], [-2.1912, -1.8810, -1.4973], [0.0003, -1.5677, -0.3690], [-0.3530, -0.1729, 5.9528], [-1.9229, 0.8285, -3.4418], [-4.1892, -0.2534, -2.1686], [1.6107, -0.1631, -2.5873], [-2.4841, 1.4843, 1.6056], [-3.4483, 0.1965, -1.5013], [2.6559, 0.7388, 3.0556], [-1.8859, -0.2241, -3.1827], [-2.0514, -0.1792, 4.1906], [0.6404, 0.6832, 2.2937], [4.7686, 3.4462, 1.1120], [-3.7784, 0.0477, -0.4813], [0.8720, -5.3157, -0.7798], [-0.8711, -2.4226, -1.0443], [-3.3987, 1.2659, -1.7052], [3.3042, 1.9952, -1.5569], [1.9953, 1.6112, 0.4463], [-2.9429, -2.0671, -0.7310], [-3.1349, 1.5782, 0.7428], [-1.2243, -4.4245, -1.7355], [-3.0893, 1.4482, 2.5131], [-3.2206, -1.0081, 0.9016], [2.0302, 0.2226, 5.3512], [1.0582, 0.9134, -1.7241], [-2.5455, -2.3844, -2.4007], [-2.6780, -0.7290, -3.7413]], "forces_ev_per_a": [[0.0, 0.0, 0.0], [0.0, 0.0, 0.0], [0.0, 0.0, 0.0], [0.0, 0.0, -0.1], [-0.1, 0.2, 0.1], [0.1, -0.1, 0.0], [0.0, 0.0, 0.0], [0.1, -0.2, 0.1], [0.0, 0.0, -0.1], [-0.1, 0.3, -0.1], [0.0, 0.0, 0.0], [0.0, 0.0, 0.0], [0.0, 0.0, 0.0], [0.0, 0.1, 0.1], [0.0, 0.0, 0.0], [0.0, 0.0, 0.0], [-0.1, 0.0, 0.0], [0.0, 0.0, 0.0], [0.0, 0.0, 0.0], [0.1, 0.0, 0.0], [0.0, -0.1, 0.0], [0.1, 0.0, -0.1], [0.0, 0.0, 0.0], [-0.1, 0.0, 0.0], [-0.1, -0.1, 0.0], [0.0, 0.0, 0.0], [0.0, 0.0, 0.0], [0.0, 0.0, 0.0], [0.0, 0.0, 0.0], [0.0, 0.0, 0.0], [-0.1, 0.0, 0.1], [0.0, 0.0, 0.0], [0.0, 0.0, 0.0], [0.1, 0.0, 0.0], [0.0, 0.0, 0.0], [-0.2, 0.0, -0.1], [0.0, 0.0, 0.0], [0.0, 0.0, 0.0], [0.0, 0.0, 0.0], [0.0, 0.0, 0.0], [0.0, 0.0, 0.0], [0.0, 0.1, 0.0], [0.0, 0.1, 0.0], [0.0, 0.0, 0.0], [0.0, 0.0, 0.0], [0.1, 0.0, 0.0], [0.0, 0.0, 0.0], [0.0, 0.0, 0.0], [0.0, 0.0, 0.0], [0.0, -0.1, 0.0], [0.0, 0.0, 0.0], [0.0, 0.0, -0.1], [0.1, 0.0, -0.1], [0.0, 0.0, 0.0], [0.0, 0.0, 0.0], [0.0, 0.0, 0.0], [0.0, 0.0, 0.0], [0.0, 0.0, 0.0], [0.0, 0.0, 0.0], [0.1, -0.1, 0.1], [0.0, 0.0, 0.0], [0.0, 0.0, 0.0]], "mulliken_charge": [0.47, -0.57, 0.36, 0.20, 0.11, -0.02, -0.76, 0.22, -0.77, 2.41, -0.94, 0.46, 0.67, -1.00, 0.40, 0.44, -1.15, 0.34, -0.89, -1.00, 0.73, -0.96, 0.42, -0.91, -0.56, 0.36, 0.83, 0.33, 0.53, 0.33, -1.01, 0.44, 0.19, -0.49, -1.74, 0.27, 0.42, 0.42, 0.35, -0.94, -1.02, -1.33, 0.70, -1.46, 0.41, 0.14, 0.41, 0.52, 0.40, 0.70, 0.31, -0.60, 0.36, 0.55, 0.28, 0.49, 0.41, 0.24, 0.42, 0.01, 0.58, 0.47], "fmax_ha_per_bohr": 0.0069, "charge": 1, "e_above_lowest_kcal_mol": 0.0, "spin_multiplicity": 1}



No. 2
{"formula": "C25H32N2O6", "method": "ωB97M-V/def2-TZVPD", "species": ["H", "H", "C", "C", "C", "C", "O", "H", "H", "C", "C", "H", "O", "H", "C", "H", "H", "C", "H", "C", "H", "H", "H", "H", "C", "H", "H", "C", "H", "N", "H", "C", "H", "H", "C", "H", "H", "C", "H", "H", "C", "H", "C", "C", "C", "O", "O", "H", "C", "O", "C", "H", "N", "H", "H", "H", "C", "C", "C", "H", "H", "O", "C", "C", "H"], "positions_angstrom": [[-1.7512, 1.0659, 0.4045], [6.9738, 2.0680, -0.4780], [-2.1829, -2.1981, -0.1765], [2.6021, -2.0495, 0.4797], [1.2165, 1.0863, -1.1931], [-5.2531, 3.2928, -1.6147], [4.5792, 2.8159, 0.4834], [-1.9392, -1.1118, 3.7810], [3.8958, 0.1800, 0.6553], [-0.2249, -0.7048, -1.7791], [1.4862, 2.4463, -1.3265], [5.9390, 0.6451, -0.4080], [-1.1036, -1.0923, -2.5135], [1.3469, -3.4685, 1.5228], [1.2096, -3.8369, -0.5774], [-2.9713, -2.6509, 0.4413], [2.8109, -4.1723, 0.8350], [5.5882, 2.0899, 1.1557], [-0.4957, -0.2885, 1.9679], [-1.1398, -3.2813, -0.3986], [5.1506, 1.4014, 1.8898], [-2.6124, -1.9607, -1.1537], [-2.5744, 1.0656, 2.8021], [-0.6276, -2.0552, 1.8684], [-3.6326, 0.2833, 1.1123], [-6.0726, 3.3289, 0.3854], [6.1546, 2.8510, 1.6997], [0.5457, -1.5593, -0.8709], [-6.9858, 2.3009, -0.7632], [0.1257, -2.8824, -0.7273], [-4.3238, -0.5244, 0.8590], [-2.3956, 0.2063, 0.1881], [2.8406, 4.0316, -0.8442], [-4.0355, 0.1730, 3.2335], [-2.3390, -1.0817, 2.7665], [-5.1266, 2.5850, -2.4303], [0.7658, -4.8278, -0.4735], [2.0140, -3.4493, 0.6588], [2.8081, -1.6142, 1.4601], [-4.2734, 3.6292, -1.2844], [7.6034, 0.5908, 0.9605], [1.8359, -3.8080, -1.4733], [2.6137, 2.9821, -0.7542], [6.5199, 1.3424, 0.1990], [1.7071, -1.1268, -0.3024], [-3.9700, 2.6619, 1.3088], [-5.3191, 1.4532, -0.0203], [-2.9692, -1.9629, 2.6298], [-3.1710, 0.1815, 2.5666], [-1.4118, -4.4563, -0.2611], [-5.9924, 2.6357, -0.4583], [8.2619, 0.0734, 0.2680], [-1.6138, -0.9909, 0.3846], [8.2006, 1.2791, 1.5538], [-2.7021, 0.2582, -0.8586], [7.1635, -0.1448, 1.6308], [-4.3100, 1.6060, 0.8402], [3.2302, 0.8199, 0.1023], [-1.1810, -1.1192, 1.7642], [-5.8188, 4.1491, -1.9703], [3.5553, -2.1175, -0.0554], [0.1143, 0.6044, -1.8248], [3.5055, 2.1688, -0.0382], [2.0781, 0.2568, -0.4644], [0.7987, 3.0575, -1.8881]], "forces_ev_per_a": [[-0.1, 0.0, 0.0], [-0.1, 0.0, 0.0], [-0.3, -0.1, 0.1], [-0.2, -0.1, 0.1], [0.8, 0.1, 0.5], [-0.1, -0.3, 0.3], [-0.1, 0.2, -0.1], [0.0, -0.1, 0.0], [0.1, -0.1, 0.1], [-0.2, -0.2, -0.5], [-0.1, -0.3, 0.0], [0.0, 0.0, 0.0], [0.3, 0.2, 0.2], [0.0, -0.1, 0.0], [0.1, -0.4, 0.2], [0.1, 0.0, -0.1], [0.0, 0.0, 0.1], [0.3, -0.2, -0.1], [0.1, 0.0, 0.0], [-0.4, 0.1, 0.1], [0.0, 0.1, 0.0], [0.0, -0.1, 0.1], [0.0, 0.0, 0.0], [0.1, 0.0, 0.0], [0.2, 0.3, 0.1], [-0.1, -0.1, -0.1], [-0.1, -0.1, 0.0], [0.9, 0.5, 0.3], [0.1, 0.0, 0.1], [0.4, -0.1, -0.2], [0.0, 0.0, 0.0], [-0.3, 0.1, -0.1], [0.0, 0.1, 0.0], [0.0, 0.1, 0.0], [0.1, 0.1, -0.1], [0.0, 0.0, -0.1], [0.1, 0.2, -0.1], [0.0, 0.0, -0.2], [0.1, 0.0, 0.0], [0.1, 0.1, 0.0], [-0.2, 0.1, -0.1], [0.0, 0.0, 0.0], [0.2, -0.2, 0.1], [-0.2, 0.1, 0.2], [-0.6, -0.5, -0.3], [0.0, 0.1, 0.0], [-0.1, -0.3, -0.2], [0.0, -0.1, 0.1], [-0.1, -0.2, -0.1], [-0.2, -0.1, 0.1], [-0.1, 0.5, -0.1], [0.1, -0.1, 0.0], [-0.3, -0.1, 0.1], [0.1, 0.0, 0.1], [0.1, 0.0, 0.0], [0.0, -0.1, 0.1], [0.1, -0.3, 0.2], [0.1, 0.1, 0.1], [0.0, -0.1, 0.2], [0.0, 0.1, -0.1], [0.0, 0.1, 0.1], [-0.3, 0.0, -0.1], [-0.3, 0.0, -0.2], [-0.4, 0.6, -0.5], [-0.1, 0.1, -0.1]], "mulliken_charge": [0.37, 0.34, -0.71, -1.04, 0.11, -1.11, -0.46, 0.42, 0.53, 0.45, -0.74, 0.28, -0.65, 0.25, -1.05, 0.47, 0.48, -0.78, 0.47, 0.28, 0.32, 0.58, 0.29, 0.12, 1.28, 0.33, 0.40, 0.60, 0.31, -0.07, 0.29, -2.03, 0.46, 0.46, -0.78, 0.30, 0.52, -0.87, 0.40, 0.30, -1.30, 0.35, -0.69, -0.08, 0.83, -0.62, -0.35, 0.34, -1.06, -0.69, -0.27, 0.36, 0.73, 0.33, 0.66, 0.33, -0.14, -0.05, -0.76, 0.39, 0.50, -0.47, 0.36, -0.31, 0.48], "fmax_ha_per_bohr": 0.0217, "smiles": "CCCOc1ccc2oc(=O)c3c(c2c1)CCCN3C(=O)CN1CCC[C@@H](C(=O)OCC)C1", "e_above_lowest_kcal_mol": 11.8, "spin_multiplicity": 1}



No. 3
{"formula": "C25H32N4O4", "method": "ωB97M-V/def2-TZVPD", "species": ["H", "C", "H", "C", "N", "H", "H", "C", "C", "N", "C", "C", "H", "O", "C", "H", "C", "C", "H", "H", "C", "C", "O", "C", "H", "H", "H", "C", "C", "N", "H", "C", "H", "H", "H", "H", "C", "H", "H", "H", "C", "O", "C", "H", "H", "H", "H", "C", "C", "H", "C", "H", "C", "H", "H", "H", "N", "C", "H", "O", "H", "C", "C", "H", "H"], "positions_angstrom": [[-1.6959, -4.5420, -1.0658], [-0.1307, 1.3325, 1.8233], [-0.0798, 1.1938, 2.9070], [1.5085, 1.7540, -0.6802], [0.9029, 0.6838, -1.2667], [-5.1599, -2.9734, 1.5328], [-1.8343, -3.1690, -2.1714], [-1.2538, -3.5926, -1.3546], [-1.2434, -0.4953, -1.2344], [3.8692, -0.9246, -0.3981], [6.7166, 0.3299, 1.1074], [-3.1204, 0.4547, -2.4103], [-7.0243, -1.5216, 0.7139], [1.9371, -1.0452, 0.7645], [-3.5322, -0.1798, 1.3794], [4.9238, 0.3974, 2.3514], [-0.4557, 0.5998, -1.6413], [-1.0142, 1.5810, -2.4484], [-2.2401, -2.5156, 0.2584], [0.3536, 0.4661, 1.3642], [-2.5727, -0.5533, -1.6370], [-4.5000, 0.7184, 0.9243], [2.7253, 1.7772, -0.5788], [5.1965, 0.2802, 1.3043], [-1.6534, -0.6047, 1.9712], [6.3915, -2.3974, 1.1980], [7.2245, 0.0321, 2.0262], [4.7334, -1.0884, 0.7552], [0.6472, 2.8350, -0.0762], [-2.2211, 0.1720, 1.6552], [-4.1607, 0.3961, -2.6925], [1.7944, -0.4293, -1.5573], [-0.2404, -3.7716, -1.7073], [1.1223, 3.7962, -0.2793], [4.3033, -0.4972, -1.2017], [4.6985, 1.0705, 0.7420], [2.5345, -0.8135, -0.2666], [5.8445, -2.5051, -0.4803], [1.6141, 2.5879, 1.8347], [0.0751, 3.4707, 1.8915], [-6.0431, -1.1125, 0.8945], [-0.6262, -1.4083, -0.4436], [-5.7691, 0.2324, 0.6796], [-4.2459, 1.7516, 0.7657], [-0.3653, 2.8400, -0.4681], [1.2036, -1.2781, -1.8967], [-3.1976, -1.3764, -1.3281], [0.5958, 2.6221, 1.4438], [-1.2329, -2.6535, -0.1519], [4.1467, -1.6447, 1.4892], [6.9966, -0.7011, 0.0163], [-0.5926, -3.0690, 0.6308], [-2.3446, 1.5211, -2.8226], [2.5042, -0.1369, -2.3391], [-0.3907, 2.3969, -2.7829], [-6.5419, 0.8980, 0.3237], [-3.7908, -1.4703, 1.5835], [-1.5928, 1.3698, 1.4325], [-2.7668, 2.2999, -3.4378], [-2.1564, 2.3480, 0.9955], [7.0626, 1.3258, 0.8362], [6.0168, -1.8225, 0.3508], [-5.0134, -1.9164, 1.3488], [8.0326, -1.0372, 0.0128], [6.7702, -0.2804, -0.9650]], "forces_ev_per_a": [[-0.1, -0.1, 0.0], [0.2, 0.4, -0.1], [0.0, -0.1, 0.0], [-0.3, 0.5, -0.1], [0.2, -0.5, 0.0], [-0.1, -0.1, 0.0], [-0.1, 0.0, -0.1], [0.1, 0.4, 0.2], [0.1, 0.1, -0.1], [0.3, -0.3, -0.2], [0.0, 0.1, -0.1], [0.0, 0.0, 0.0], [-0.1, -0.1, 0.0], [-0.1, 0.0, 0.4], [-0.4, 0.0, 0.0], [-0.1, 0.1, 0.0], [-0.3, -0.1, -0.1], [-0.1, -0.2, 0.0], [0.2, 0.0, 0.0], [0.0, -0.1, 0.1], [0.1, -0.2, 0.1], [0.0, 0.1, 0.0], [0.2, 0.1, 0.1], [0.0, 0.1, 0.1], [0.0, 0.1, -0.1], [0.0, 0.0, 0.0], [0.1, 0.0, 0.0], [-0.2, -0.2, 0.2], [0.1, 0.1, 0.1], [0.1, -0.2, 0.2], [-0.1, 0.0, 0.0], [0.2, 0.1, 0.1], [0.1, -0.1, 0.0], [0.0, -0.1, -0.1], [-0.2, 0.1, 0.0], [0.0, 0.0, 0.1], [0.1, -0.1, -0.6], [0.0, -0.1, 0.0], [0.0, 0.0, 0.0], [0.1, 0.0, 0.0], [-0.1, 0.0, -0.1], [0.1, 0.5, -0.2], [0.1, -0.2, 0.1], [0.0, 0.0, 0.0], [0.1, 0.1, 0.0], [0.1, 0.1, 0.0], [0.0, -0.1, 0.1], [-0.2, -0.1, 0.0], [-0.3, -0.6, -0.1], [0.1, 0.1, -0.1], [0.1, -0.1, 0.2], [-0.1, 0.0, 0.0], [-0.1, 0.1, 0.0], [-0.1, -0.1, 0.1], [0.1, 0.1, 0.0], [0.0, 0.1, 0.0], [0.4, 0.1, 0.2], [0.3, -0.3, 0.2], [0.0, 0.1, -0.1], [-0.2, 0.3, -0.1], [0.1, 0.0, 0.1], [0.0, 0.1, -0.1], [-0.3, 0.0, -0.1], [0.0, 0.0, -0.1], [0.0, 0.0, -0.1]], "mulliken_charge": [0.46, -0.03, 0.63, 0.52, 0.62, 0.40, 0.30, -1.33, 0.27, -0.07, -0.60, -0.90, 0.42, -0.68, 0.65, 0.31, -0.31, -0.20, 0.06, -0.19, -0.64, -0.48, -0.69, -0.55, 0.31, 0.35, 0.27, -0.11, -0.72, 0.01, 0.45, -0.65, 0.31, 0.39, 0.34, 0.10, 0.12, 0.36, 0.49, 0.48, -0.43, 0.26, -0.58, 0.50, 0.48, 0.28, 0.45, -1.24, -0.14, 0.48, -0.61, 0.36, -0.89, 0.56, 0.53, 0.43, -0.56, 0.31, 0.40, -0.68, 0.37, -0.97, -0.42, 0.38, 0.27], "fmax_ha_per_bohr": 0.0121, "smiles": "CCOc1ccccc1N(CC(=O)NC1CCCC1)C(=O)CCCC(=O)Nc1ccccn1", "e_above_lowest_kcal_mol": 8.9, "spin_multiplicity": 1}



Number 1: highest occupied orbital energy -9.9 eV. Number 2: highest occupied orbital energy -7.8 eV. Number 3: highest occupied orbital energy -8.4 eV.